Here is C4H2BrNS in the gas phase in a non-equilibrium geometry from the Open Molecules 2025 dataset. Energies are from ωB97M-V with the def2-TZVPD basis set.

Geometry as XYZ:
```
9
C4H2BrNS (ωB97M-V with the def2-TZVPD basis set)
C 0.149 0.261 -0.990
C 1.771 0.016 0.928
C 2.555 -0.990 0.380
C 1.219 -1.512 0.403
N 0.809 -0.809 1.547
S 0.098 -1.346 -1.083
Br 3.917 -1.129 -0.860
H -0.442 0.769 -1.747
H -0.147 -0.467 1.620
```

Energy above the lowest of the compared OMol25 structures with the same formula, charge and spin   116.8 kcal/mol
Kohn-Sham gap   8.135 eV
LUMO level   -0.60 eV

=====

Here is a molecular structure, C8H5N2O5Tb in a non-equilibrium geometry from the Open Molecules 2025 dataset. Energies are from ωB97M-V with the def2-TZVPD basis set.

Geometry as XYZ:
```
21
C8H5N2O5Tb (ωB97M-V with the def2-TZVPD basis set)
O -0.969 3.004 -5.509
C -0.926 2.384 -4.550
Tb -0.636 1.287 -0.552
C -1.258 1.413 1.659
O -1.332 1.470 2.815
C -1.009 -1.125 -1.502
O -1.221 -2.278 -1.427
C 1.552 0.760 -1.503
O 2.536 0.624 -2.090
C -3.021 0.705 -1.132
O -4.127 0.434 -1.313
H -0.807 -0.271 -2.288
N 0.135 -1.327 1.575
C 1.057 -1.783 2.438
C 2.163 -0.936 2.362
C 1.821 0.050 1.453
N 0.530 -0.143 0.993
H -0.856 -1.587 1.514
H 0.852 -2.653 3.023
H 3.131 -0.984 2.841
H 2.385 0.959 1.194
```

Energy above the lowest of the compared OMol25 structures with the same formula, charge and spin   24.9 kcal/mol
Kohn-Sham gap (spin up / spin down)   5.783 / 6.738 eV
Charge   +2
LUMO level (spin up / spin down)   -9.41 / -9.11 eV
Multiplicity   7

=====

Here is 2 unconnected molecules or ions with the total composition C4H3BrO in a non-equilibrium geometry from the Open Molecules 2025 dataset. Energies are from ωB97M-V with the def2-TZVPD basis set.

Geometry as XYZ:
```
9
C4H3BrO (ωB97M-V with the def2-TZVPD basis set)
C -1.400 0.491 -0.195
C -2.274 -0.306 -0.084
C 0.653 0.990 0.118
C 1.420 -0.257 0.006
O 0.866 2.114 0.211
Br -3.928 -1.170 -0.265
H 1.026 -0.681 -0.826
H 1.184 -1.020 0.919
H 2.452 -0.162 0.116
```

Energy above the lowest of the compared OMol25 structures with the same formula, charge and spin   79.5 kcal/mol
Kohn-Sham gap   9.805 eV
LUMO level   0.35 eV